Computed, not measured: 2 unconnected molecules or ions with the total composition C2H3F4NO2S in a non-equilibrium geometry, with ωB97M-V/def2-TZVPD.

Bonds (Å) are listed after each position.
CARTESIAN COORDINATES (ANGSTROEM)
1 C -1.6986 -0.4483 -0.5113  C2 1.574, F6 1.334, F7 1.424, H11 1.172
2 C -1.2189 0.9603 0.0032  C1 1.574, O5 1.331, F8 1.340, F9 1.335
3 N 2.0718 -0.4957 0.7543  S10 1.501, H12 0.989
4 O 4.1097 -0.3758 -0.6784  S10 1.451
5 O 0.0332 0.9666 0.4553  C2 1.331, H13 0.969
6 F -0.7941 -0.9001 -1.3821  C1 1.334
7 F -1.7556 -1.3409 0.5967  C1 1.424
8 F -1.3865 1.7525 -1.0641  C2 1.340
9 F -2.1295 1.4019 0.8737  C2 1.335
10 S 2.6613 -0.4340 -0.6244  N3 1.501, O4 1.451
11 H -2.8138 -0.6304 -0.8227  C1 1.172
12 H 2.4164 -0.6213 1.6727  N3 0.989
13 H 0.5047 0.1652 0.7270  O5 0.969

Properties
ΔE to the lowest compared entry with this formula, charge and spin: 4.2 kcal per mole
Highest occupied orbital energy: -11.8 eV
Frontier orbital gap: 10.56 eV



Computed, not measured: a single C3H8N2O molecule in a non-equilibrium geometry, with ωB97M-V/def2-TZVPD.

Bonds (Å) are listed after each position.
CARTESIAN COORDINATES (ANGSTROEM)
1 H 1.4581 -2.5100 -1.3771  N2 1.064
2 N 2.1408 -2.2417 -0.6057  H1 1.064, N3 1.183
3 N 1.6064 -1.5262 0.1698  N2 1.183, O4 1.530
4 O 0.1584 -1.3754 -0.3000  N3 1.530, C5 1.410
5 C -0.7454 -0.6340 0.4880  O4 1.410, C6 1.530, H8 1.097, H9 1.097
6 C -1.0193 0.7548 -0.0920  C5 1.530, C7 1.525, H10 1.094, H11 1.093
7 C 0.1689 1.6962 0.0725  C6 1.525, H12 1.089, H13 1.089, H14 1.087
8 H -0.3432 -0.5567 1.5054  C5 1.097
9 H -1.6731 -1.2173 0.5295  C5 1.097
10 H -1.8947 1.1711 0.4157  C6 1.094
11 H -1.2693 0.6452 -1.1505  C6 1.093
12 H 1.0571 1.2759 -0.3959  C7 1.089
13 H 0.3882 1.8573 1.1271  C7 1.089
14 H -0.0328 2.6609 -0.3868  C7 1.087

Properties
ΔE to the lowest compared entry with this formula, charge and spin: 79.0 kcal per mole
SMILES string: [H]/N=N\OCCC
Highest occupied orbital energy: -10.3 eV
Frontier orbital gap: 11.46 eV